[1]
C15H40F2N11O22S5 | the ωB97M-V functional and the def2-TZVPD basis

Output
- frontier orbital gap (eV) = 8.114
- E_tot (eV) = -137246.4019
- LUMO energy (eV) = 0.743

Geometry as ORCA input:
```
! wB97M-V def2-TZVPD RIJCOSX def2/J DEFGRID3
* xyz -1 1
N -1.31960 -0.73722 1.97686
S -0.76785 -2.07728 1.59988
O 0.55465 -2.58638 2.03047
O -1.25218 -2.57249 0.33745
F -1.63206 -2.87026 2.65629
S -0.12174 0.03721 1.08645
O -0.28973 0.26824 -0.34959
O 1.28102 0.08662 1.59930
F -0.74784 1.45180 1.52119
C -4.56533 -0.29963 0.90556
O -5.63325 -0.05113 0.52852
N -3.43647 0.26404 0.74417
N -4.42223 -1.16028 1.81090
H -3.28084 0.81494 -0.08792
H -2.63517 -0.07894 1.25445
H -3.56429 -0.97913 2.31213
H -5.26527 -1.59180 2.16184
C -4.63219 -4.60531 0.02255
O -5.59963 -4.97310 0.62497
N -4.00191 -3.50051 0.26235
N -4.12288 -5.23519 -0.99980
H -3.20829 -3.17449 -0.27055
H -4.13213 -2.97049 1.11218
H -3.25303 -4.87515 -1.36564
H -4.51165 -6.13061 -1.25899
C -1.82464 1.89604 -4.06583
O -1.14740 2.82697 -4.39246
N -1.97279 1.46590 -2.90139
N -2.35625 1.21347 -4.95919
H -2.50797 0.60959 -2.88093
H -1.37258 1.70312 -2.12449
H -2.25471 1.42003 -5.94261
H -3.00338 0.47955 -4.70881
C -0.98945 0.28236 5.17634
O -0.94200 0.91198 6.20757
N -0.43166 -0.90724 5.08235
N -1.63023 0.70795 4.15498
H -0.60548 -1.55051 4.32334
H 0.07966 -1.19558 5.90424
H -2.30543 1.44513 4.29912
H -1.49983 0.18570 3.30037
C 2.84491 1.86243 -1.55546
O 3.00466 2.19066 -0.42830
N 3.96530 1.77828 -2.21116
N 1.72771 1.63378 -2.20914
H 3.98954 2.00483 -3.19513
H 4.85771 1.69434 -1.74570
H 1.69760 1.47660 -3.20638
H 0.96681 1.61117 -1.54535
C 1.21274 5.79270 -1.76864
C 1.09065 6.06186 -0.28322
O 0.02681 5.34586 0.31913
S -0.83966 4.54219 -0.86973
O -1.99445 5.34692 -1.27077
O -1.16087 3.16353 -0.57665
O 0.38349 4.68567 -2.01412
H 2.16251 5.32667 -2.03106
H 0.79145 6.66895 -2.26139
H 1.13695 7.10003 0.04564
H 1.95187 5.61843 0.21656
C 1.90284 3.28300 2.28524
C 1.19559 2.56425 3.49629
O 1.64747 3.14307 4.64866
S 2.52433 4.58277 4.46325
O 3.92932 4.38100 4.68252
O 1.94082 5.73377 5.12164
O 2.26468 4.59720 2.80959
H 1.13902 3.42147 1.52006
H 2.79573 2.69195 2.08150
H 1.47815 1.54329 3.75303
H 0.11472 2.68162 3.41855
C 5.13335 -1.52623 -0.03362
C 3.69643 -2.13259 -0.29300
O 4.05330 -3.48909 -0.22776
S 4.83851 -3.71980 1.23148
O 5.60808 -4.95659 1.32559
O 3.96225 -3.38856 2.39773
O 5.81838 -2.50132 0.84153
H 4.99659 -0.53640 0.40184
H 5.80970 -1.45898 -0.88575
H 3.35470 -2.17782 -1.32706
H 2.96690 -1.90804 0.48511
C -0.11538 -4.81109 -3.34633
C 0.39870 -3.55467 -2.47235
C -0.68295 -2.58974 -2.60226
O -0.88934 -2.65312 -3.95077
C -0.71555 -4.03770 -4.46993
H -0.75299 -5.54025 -2.84645
H 0.79168 -5.37623 -3.56072
H 1.34916 -3.26030 -2.91742
H 0.58984 -3.87127 -1.44701
H -0.48184 -1.54775 -2.35345
H -1.62850 -2.92571 -2.17663
H 0.05997 -3.99328 -5.23458
H -1.58582 -4.52008 -4.91496
*
```


[2]
C15H40F2N11O29S7 | the ωB97M-V functional and the def2-TZVPD basis

Output
- frontier orbital gap (eV) = 8.754
- E_tot (eV) = -173255.3296
- LUMO energy (eV) = 1.139

Geometry as ORCA input:
```
! wB97M-V def2-TZVPD RIJCOSX def2/J DEFGRID3
* xyz -1 1
N -0.25488 -0.70524 0.87122
S -1.22291 0.47178 1.00737
O -2.29477 0.73571 0.04327
O -0.74326 1.69032 1.59736
F -2.00890 -0.13139 2.26773
S 0.49478 -0.12426 -0.53798
O 1.42216 0.92259 -0.17813
O -0.25230 0.04958 -1.75865
F 1.51864 -1.29032 -0.93844
C -0.47800 -4.08443 1.03238
O -0.56951 -5.29276 1.20172
N -1.43081 -3.22744 0.57686
N 0.68096 -3.37364 1.17078
H -1.22979 -2.25662 0.81389
H -2.24723 -3.52782 0.07773
H 0.42428 -2.38896 1.20447
H 1.42041 -3.73886 1.74898
C -4.01993 -0.94254 -2.46994
O -4.18694 -1.62442 -3.47522
N -4.42387 -1.34456 -1.23944
N -3.47685 0.30302 -2.42692
H -4.92662 -2.20129 -1.09993
H -4.30576 -0.72992 -0.45489
H -3.23276 0.75477 -3.28588
H -3.09224 0.61335 -1.55185
C 3.47639 0.41642 -3.74460
O 4.20055 0.48433 -2.74059
N 2.63218 -0.62368 -3.88729
N 3.38313 1.47923 -4.57990
H 1.79389 -0.40167 -4.40956
H 2.54749 -1.26961 -3.12645
H 3.85899 2.34537 -4.41503
H 2.80429 1.49660 -5.40387
C 0.21039 4.87521 -1.47410
O 1.24531 5.14840 -2.04822
N -0.04712 3.67866 -0.84590
N -0.85147 5.74125 -1.39372
H -0.64044 3.51520 -0.05330
H 0.69201 3.02619 -1.06735
H -1.58379 5.76340 -0.71041
H -0.54564 6.61284 -1.80558
C 1.93361 0.25839 3.82681
O 2.42224 0.26646 4.95271
N 2.32180 1.13933 2.86252
N 0.94953 -0.59750 3.45089
H 2.88100 1.92122 3.14778
H 2.00319 0.95717 1.93232
H 0.68318 -0.76580 2.48242
H 0.93852 -1.36583 4.10914
C -0.77001 -2.98282 -3.71823
C -1.50520 -2.75670 -5.07179
O -0.80289 -3.39337 -6.09867
S 0.78938 -3.32782 -5.78885
O 1.40612 -2.08016 -6.14789
O 1.33783 -4.57222 -6.25102
O 0.58785 -3.21425 -4.17154
H -1.13722 -3.82651 -3.13595
H -0.75690 -2.09744 -3.08576
H -1.59009 -1.67180 -5.12451
H -2.45550 -3.26445 -4.92980
C -1.94785 -2.92214 4.42071
C -3.31182 -2.19607 4.38257
O -3.18881 -1.19730 5.37669
S -2.06441 -1.58170 6.49052
O -2.37439 -2.63350 7.43582
O -1.62875 -0.30303 6.96626
O -1.08272 -2.18266 5.35988
H -1.39233 -2.96650 3.48985
H -2.04468 -3.89682 4.89659
H -4.13290 -2.83000 4.71409
H -3.43768 -1.76689 3.39196
C -0.96226 2.42396 4.47221
C -1.20948 3.86778 4.03117
O -1.00016 4.69459 5.14888
S -1.11824 3.84103 6.55133
O -2.53184 3.76745 6.91679
O -0.18162 4.33905 7.50675
O -0.71296 2.41834 5.89459
H -0.05958 1.94652 4.09946
H -1.81832 1.80338 4.21326
H -2.27435 3.93100 3.80301
H -0.51694 4.09728 3.22501
C 4.08671 -1.61859 0.54391
C 5.37229 -2.29852 0.05807
O 6.36657 -1.75800 0.88733
S 5.87368 -1.21818 2.32252
O 6.17537 0.17551 2.39808
O 6.24476 -2.15873 3.34156
O 4.31854 -1.43583 1.92959
H 3.20549 -2.24712 0.43627
H 3.89571 -0.63920 0.10064
H 5.66330 -2.01484 -0.95206
H 5.26985 -3.38259 0.14369
C -1.40749 2.49857 -3.48575
C -0.84860 3.59763 -4.37674
O -0.42568 2.89600 -5.52381
S -0.90480 1.31735 -5.58335
O 0.27426 0.57441 -5.16454
O -1.46990 0.89434 -6.81360
O -1.99700 1.61820 -4.48693
H -2.28599 2.81186 -2.92525
H -0.71192 1.96889 -2.83920
H 0.00404 4.05290 -3.87528
H -1.68359 4.24146 -4.65377
*
```


[3]
C15H40IOP2PdSi2 | the ωB97M-V functional and the def2-TZVPD basis

Output
- frontier orbital gap (spin up / spin down) (eV) = 7.186 / 4.441
- E_tot (eV) = -64133.8302
- LUMO energy (spin up / spin down) (eV) = -9.861 / -14.102
- ⟨S²⟩ = 6.016

Geometry as ORCA input:
```
! wB97M-V def2-TZVPD RIJCOSX def2/J DEFGRID3
* xyz 3 5
C 0.52525 -0.36088 -4.71404
I -1.41653 -0.31665 -3.64838
H 1.41714 -0.33679 -4.08005
H 0.50244 0.49900 -5.39222
H 0.50062 -1.27591 -5.31666
Pd -0.40593 -0.14256 -1.24096
P 0.23416 2.08265 -1.55295
C -1.20484 3.04907 -2.10190
C 0.94854 3.07887 -0.21961
H 1.19051 4.07070 -0.62494
H 1.71562 3.36183 -2.96783
H 1.86840 2.62469 0.16108
H 2.36488 1.72726 -2.63293
H -1.98546 3.01853 -1.33122
H 0.23907 3.19636 0.60402
C 1.45824 2.29566 -2.88847
H -0.90019 4.08969 -2.26308
H 1.07077 1.93645 -3.84722
H -1.60935 2.63330 -3.03202
P 0.25371 -2.45827 -1.24723
C -1.18296 -3.49789 -1.67566
C 1.46852 -2.81474 -2.55480
H 1.94841 -2.96222 0.45116
H 1.05786 -4.41409 -0.08839
H 0.29929 -3.27634 1.06112
C 0.95695 -3.35208 0.18696
H 2.37441 -2.22462 -2.36089
H 1.72384 -3.88190 -2.53246
H -0.87552 -4.55308 -1.67884
H -1.57184 -3.21620 -2.66092
H 1.07228 -2.54758 -3.53847
H -1.97075 -3.35789 -0.92567
C -2.37272 -0.28879 -0.96240
O -3.51882 -0.43058 -1.03651
C -1.74680 2.37839 2.06268
Si -1.79813 0.50154 2.13468
C -1.61980 -0.06476 3.94741
C -3.58347 0.00830 1.79734
C -0.42826 -0.28856 1.07616
Si 1.28723 -0.10786 1.93238
C 1.54930 -1.48965 3.19755
C 2.71037 -0.14020 0.71458
C 1.49267 1.46580 2.95997
H -2.60400 2.74397 2.65411
H -1.86373 2.75374 1.03681
H -0.83498 2.80819 2.50104
H -2.57310 0.20471 4.43207
H -1.49614 -1.15604 4.02189
H -0.80448 0.42402 4.49709
H -4.07997 0.69743 1.10122
H -3.68661 -1.01478 1.41691
H -4.12370 0.05642 2.75220
H -0.68755 -1.37019 1.00378
H 1.75671 -2.45978 2.72781
H 2.43005 -1.21197 3.79728
H 0.70257 -1.61351 3.88593
H 2.68857 0.69691 0.00619
H 3.63987 -0.05646 1.30058
H 2.76993 -1.06766 0.13270
H 1.59684 2.36829 2.34515
H 0.69851 1.64196 3.69649
H 2.43211 1.33673 3.52045
*
```


[4]
C15H40O15S5 | the ωB97M-V functional and the def2-TZVPD basis

Output
- frontier orbital gap (eV) = 10.349
- E_tot (eV) = -101081.0724
- SMILES = CCOS(C)(=O)=O.CCOS(C)(=O)=O.CCOS(C)(=O)=O.CCOS(C)(=O)=O.CCOS(C)(=O)=O
- LUMO energy (eV) = 0.450

Geometry as ORCA input:
```
! wB97M-V def2-TZVPD RIJCOSX def2/J DEFGRID3
* xyz 0 1
C 41.62200 26.60600 30.65700
C 40.21300 27.01800 30.55900
O 39.80100 27.37500 31.81200
S 38.12200 27.59800 32.06300
C 38.06800 27.58800 33.75400
O 37.74000 28.92100 31.55400
O 37.51800 26.33200 31.48000
H 42.10400 25.77100 29.91700
H 41.77200 26.09800 31.70300
H 42.36000 27.39300 30.70700
H 40.08800 27.94600 30.07300
H 39.61800 26.24600 29.98900
H 37.04000 27.25100 33.94900
H 38.21900 28.74900 34.19700
H 38.57900 26.78100 34.18600
C 36.27400 22.59300 33.88600
C 37.48500 23.40900 33.33900
O 38.72400 22.79100 33.68800
S 40.11700 23.54500 33.11800
C 41.40100 22.33000 33.32300
O 39.85600 23.76900 31.78000
O 40.31900 24.76800 33.90400
H 35.39400 22.76100 33.49200
H 36.12400 22.83000 35.00400
H 36.21700 21.50000 33.70300
H 37.20800 23.56400 32.28200
H 37.40000 24.37000 33.74800
H 41.04500 21.57200 32.76900
H 41.34400 21.96100 34.38300
H 42.29400 22.97800 33.17000
C 34.85700 25.26900 30.05100
C 33.73000 26.29800 29.98200
O 33.31600 26.24600 28.59900
S 32.13000 27.36300 28.35500
C 31.50000 27.10400 26.68000
O 31.04000 27.17300 29.31800
O 32.93700 28.52100 28.40300
H 35.57600 25.66500 29.36500
H 34.69900 24.37400 29.76100
H 35.22800 25.13900 31.01900
H 32.98700 26.02600 30.53800
H 34.05400 27.26100 30.12100
H 32.05700 27.79600 26.23300
H 30.60500 27.36400 26.67700
H 31.38700 26.02500 26.45000
C 43.87100 28.18500 25.46400
C 43.17300 27.11100 26.33000
O 43.58300 25.80800 25.86500
S 42.76100 24.56900 26.49500
C 41.79200 23.97500 25.16900
O 43.67100 23.58000 26.97500
O 41.72500 25.10300 27.34400
H 44.84200 27.73000 25.13600
H 44.08000 29.03600 26.06800
H 43.35800 28.46600 24.62600
H 43.63600 27.04000 27.43800
H 42.18500 26.95900 26.22000
H 41.19100 23.15400 25.35300
H 42.63500 23.48700 24.59900
H 41.27000 24.63500 24.52800
C 35.54700 27.30500 26.65000
C 36.39600 28.08300 27.61600
O 36.70100 29.32800 27.03300
S 38.32900 29.93000 27.12300
C 38.13500 31.63900 27.51400
O 38.97600 29.37000 28.19700
O 38.81800 29.63400 25.77300
H 35.89600 27.19800 25.54100
H 34.49100 27.50300 26.59200
H 35.49000 26.38300 27.13900
H 35.97400 28.47200 28.57200
H 37.21000 27.56800 27.74900
H 39.11800 32.09200 27.60900
H 37.74500 31.64500 28.62000
H 37.61500 32.07800 26.75000
*
```


[5]
C15H41BrF3N3O3P2Si2 | the ωB97M-V functional and the def2-TZVPD basis

Output
- frontier orbital gap (eV) = 8.162
- E_tot (eV) = -139364.4300
- LUMO energy (eV) = 0.301

Geometry as ORCA input:
```
! wB97M-V def2-TZVPD RIJCOSX def2/J DEFGRID3
* xyz 0 1
N -1.20240 -1.01760 2.12663
P -1.30170 -0.21151 0.59536
O 0.14316 -0.63804 -0.07644
Si -0.96633 2.00903 0.96085
C 0.62168 2.49084 1.85453
C 0.80021 1.86003 3.24437
C 0.44840 2.75432 4.39998
F -0.88628 2.85364 4.60343
F 0.92365 4.00990 4.24429
F 0.98897 2.26220 5.54506
O -1.09169 2.68416 -0.55148
Si 0.14540 3.52255 -1.27213
P -2.77591 2.66335 2.18866
O -2.89855 4.21748 1.65856
Br -4.34975 1.65903 0.94609
H -1.71251 -0.52526 2.84632
H -0.24568 -1.14559 2.43069
H -0.08290 -1.13736 -0.85536
H 0.72865 3.56276 1.95793
H 1.46878 2.17638 1.26127
H 0.23691 0.94763 3.36558
H 1.84136 1.60917 3.36959
H -0.26498 3.87361 -2.64275
H 0.48990 4.72249 -0.48731
H 1.31922 2.62875 -1.39512
H -3.66856 4.31060 1.09929
C 1.66150 -5.05487 2.69261
C 2.70159 -3.98637 2.39559
N 2.66861 -2.88165 3.33476
C 3.45110 -1.73979 2.90536
C 4.97479 -1.88116 2.78972
C 2.78362 -3.24385 4.73630
C 4.03186 -4.02059 5.17983
H 0.66146 -4.62223 2.73449
H 1.67469 -5.80758 1.90444
H 1.85436 -5.56859 3.63436
H 2.49791 -3.57460 1.40379
H 3.69278 -4.46429 2.33407
H 3.23415 -0.90346 3.57733
H 3.06293 -1.43364 1.92784
H 5.46065 -1.88760 3.76409
H 5.37870 -1.03173 2.23565
H 5.26239 -2.78554 2.25432
H 1.90252 -3.83065 5.00362
H 2.70061 -2.32661 5.32365
H 4.28052 -4.82343 4.48519
H 3.85243 -4.47600 6.15491
H 4.90388 -3.37684 5.28101
C -1.26355 0.52502 -3.44154
C -1.76487 1.43298 -4.55190
N -2.14990 0.71383 -5.74958
C -2.36844 1.57867 -6.89330
C -3.52540 2.58550 -6.83438
C -3.12086 -0.34714 -5.55606
C -4.47494 0.01824 -4.92929
H -0.43432 -0.09425 -3.78883
H -0.91425 1.12942 -2.60579
H -2.04787 -0.12805 -3.05653
H -0.95849 2.11823 -4.82716
H -2.57740 2.06002 -4.14912
H -2.49208 0.94611 -7.77595
H -1.43985 2.13393 -7.05749
H -4.49422 2.10453 -6.95940
H -3.41947 3.31057 -7.64350
H -3.53620 3.14219 -5.89747
H -2.65601 -1.11799 -4.93746
H -3.28658 -0.82477 -6.52414
H -4.36169 0.68558 -4.07425
H -4.97043 -0.88656 -4.57352
H -5.14524 0.49242 -5.64416
*
```


[6]
C15H41O6V | the ωB97M-V functional and the def2-TZVPD basis

Output
- frontier orbital gap (spin up / spin down) (eV) = 8.013 / 8.015
- E_tot (eV) = -54186.4213
- LUMO energy (spin up / spin down) (eV) = -4.209 / -4.207
- ⟨S²⟩ = 3.754

Geometry as ORCA input:
```
! wB97M-V def2-TZVPD RIJCOSX def2/J DEFGRID3
* xyz 1 4
V -0.62549 1.18557 2.31660
O 0.35022 0.83504 0.61607
H 0.74246 0.52004 -0.19653
C -1.25740 -3.28578 2.52304
C -1.68048 -1.95740 3.12120
C -1.55165 -1.91100 4.63911
O -0.82949 -0.89817 2.54397
H -1.59060 -4.13164 3.11974
H -0.16937 -3.31695 2.43754
H -1.70868 -3.42339 1.53976
H -2.69294 -1.68819 2.82109
H -2.00858 -1.01576 5.05549
H -0.48890 -1.93433 4.91064
H -1.91541 -2.83379 5.08955
H 0.00960 -1.31023 2.19213
C 2.92573 -2.15298 -0.16206
C 2.21681 -2.53718 1.13388
C 3.17512 -3.16363 2.11943
O 1.62573 -1.37187 1.72452
H 2.18587 -1.85223 -0.91394
H 3.50234 -2.97663 -0.57367
H 3.58210 -1.29824 0.02306
H 1.46927 -3.30789 0.89864
H 2.67573 -3.68247 2.94119
H 3.79977 -2.38295 2.56184
H 3.80513 -3.90498 1.63181
H 1.45865 -0.70182 1.04172
C -3.69233 1.27257 -0.70576
C -2.61825 2.18855 -0.16480
C -2.89316 3.64760 -0.34904
O -2.41385 1.92032 1.26814
H -3.25251 0.28834 -0.89238
H -4.01396 1.61583 -1.69009
H -4.55550 1.16732 -0.05176
H -1.66569 1.94208 -0.62995
H -3.75605 3.93534 0.27323
H -3.10559 3.94656 -1.36866
H -2.08555 4.24944 0.07712
H -3.17678 2.20916 1.78387
C -0.36955 -0.20905 -2.85229
C -0.89833 -1.56865 -2.44759
C -0.23226 -2.71978 -3.17909
O -0.76160 -1.75539 -1.02654
H -0.87149 0.58630 -2.29298
H -0.57244 -0.03192 -3.91251
H 0.71283 -0.09402 -2.72891
H -1.97708 -1.58392 -2.64932
H 0.84790 -2.69222 -3.00947
H -0.35509 -2.56265 -4.25337
H -0.65202 -3.67659 -2.88672
H -0.43378 -0.95299 -0.61283
C 1.95195 4.93373 -1.59686
C 1.77549 3.44128 -1.58557
C 2.78706 2.76148 -2.51605
O 1.98013 2.96167 -0.25303
H 1.91601 5.38521 -2.58630
H 2.87930 5.20423 -1.09137
H 1.14626 5.39763 -1.01479
H 0.79101 3.13733 -1.97601
H 3.79232 3.06093 -2.19288
H 2.71417 3.12491 -3.54179
H 2.74720 1.67551 -2.43648
H 1.30574 2.29270 -0.06300
*
```